DFT (wB97M-V/def2-TZVPD) results for a molecular structure, C16H17N7OS2.

```
43
Properties=species:S:1:pos:R:3
C -1.540 -2.020 -0.583
C -2.067 -0.857 -0.140
C -2.956 0.080 -0.806
N -2.114 1.240 -1.189
C -1.071 1.220 -2.168
N -0.255 2.457 -1.886
N -0.806 3.210 -0.964
C -2.062 2.295 -0.449
C -2.979 2.741 0.556
C -4.377 2.706 0.332
C -5.128 3.118 1.573
N -4.727 3.604 2.553
C -3.526 3.874 2.421
C -2.511 3.540 1.777
H -1.522 3.562 1.799
H -3.011 4.509 3.494
H -6.249 3.127 1.137
H -4.673 2.291 -0.563
S -0.674 0.073 -3.030
C 1.311 0.520 -3.218
C 2.080 -0.277 -2.217
O 3.470 0.069 -2.063
N 1.492 -0.937 -1.176
C 2.269 -1.494 -0.209
N 1.379 -2.568 0.731
N 2.279 -2.824 1.512
C 3.574 -2.485 1.158
C 4.638 -2.976 2.371
C 5.860 -3.701 1.391
H 6.549 -3.989 2.045
H 5.231 -4.675 1.079
H 6.105 -3.255 0.587
H 4.254 -3.539 3.051
H 5.178 -2.098 2.530
S 3.868 -1.441 -0.099
H 0.438 -1.109 -1.147
H 1.208 1.408 -3.247
H 1.704 0.301 -4.206
H -3.666 0.278 -0.264
H -2.974 -0.414 -1.722
H -1.578 -0.404 0.773
H -0.653 -2.650 0.078
H -1.769 -2.512 -1.599
```

Values from the calculation:
Electronic energy: -1874.10399 Ha
Gap between HOMO and LUMO: 6.88 eV
Net charge: 0
Relative energy (zero: lowest compared OMol25 entry of this formula, charge and spin): 1833.7 kJ/mol
HOMO energy: -7.50 eV
Lowest unoccupied orbital energy: -0.6 eV